No. 1
The following is a DFT calculation (ωB97M-V with the def2-TZVPD basis set) of a molecular structure, C4H5N3O2S in a non-equilibrium geometry.

Geometry as XYZ:
```
15
Properties=species:S:1:pos:R:3:forces:R:3:nbo_charge:R:1
C 1.109823 -3.384898 -2.237994 -1.087 1.177 0.171 0.05
C 0.602719 -0.497584 -0.338736 0.594 -0.181 1.067 -0.12
C -0.588662 1.228495 0.886132 -0.586 0.685 0.519 0.69
C -0.622628 2.113723 2.103617 -0.075 -0.034 -0.121 -0.70
N 0.300848 -2.546077 -2.264268 2.319 -2.036 0.412 0.03
N -0.668223 -1.815570 -2.293610 -2.300 1.416 -0.546 -0.59
N 0.415366 0.355537 0.806405 0.612 -0.523 -0.435 -0.65
O -1.472770 1.235744 0.027742 0.131 0.631 0.616 -0.64
O 0.552989 0.354831 -1.547152 0.588 0.779 -0.482 -0.67
S -0.833866 -0.414058 -1.361953 -0.689 -1.641 -1.146 1.23
H 1.982036 -3.898258 -2.503316 0.637 -0.367 -0.198 0.24
H -1.276759 2.961930 1.928859 -0.001 0.011 -0.034 0.24
H 0.376825 2.455928 2.363013 0.021 0.035 0.065 0.22
H -1.022466 1.528200 2.931408 0.003 0.033 0.083 0.24
H 1.144768 0.322058 1.499854 -0.168 0.016 0.029 0.41
```
Forces are in eV/Å.

Output
* total charge: 0
* calculated total energy: -23623.0430 eV
* Kohn-Sham gap: 8.792 eV
* largest force on an atom: 3.11 eV/A
* highest occupied orbital energy: -8.29 eV
* LUMO energy: 0.50 eV

No. 2
The following is a DFT calculation (ωB97M-V with the def2-TZVPD basis set) of a molecular structure, C4H5ORb in a non-equilibrium geometry.

Geometry as XYZ:
```
11
Properties=species:S:1:pos:R:3:forces:R:3:nbo_charge:R:1
C -2.339312 -0.709045 -0.016613 2.093 1.040 -1.047 -0.64
C -1.408344 0.153661 0.606352 -2.397 -1.013 1.436 -0.29
C 0.466620 0.804899 -0.433989 0.016 -0.036 0.202 -0.74
C 1.627447 0.419285 -0.121977 0.451 0.813 -0.846 0.50
O 2.769353 0.094438 0.146890 -0.400 -0.429 0.349 -0.74
Rb 6.319353 -1.223007 -0.187633 -0.276 0.097 0.023 0.03
H -2.874992 -0.276429 -0.876272 -0.186 -0.065 0.451 0.15
H -1.944151 -1.697379 -0.295753 -0.405 0.025 0.547 0.17
H -0.928807 -0.235635 1.513841 0.490 0.024 -0.761 0.18
H -1.770246 1.166963 0.831522 0.479 -0.124 -0.613 0.17
H 0.083081 1.502245 -1.166373 0.136 -0.333 0.259 0.22
```
Forces are in eV/Å.

Output
* total charge: -1
* 2S+1: 2
* calculated total energy: -6927.6737 eV
* Kohn-Sham gap (spin up / spin down): 3.491 / 5.460 eV
* largest force on an atom: 2.97 eV/A
* highest occupied orbital energy (spin up / spin down): -1.39 / -2.90 eV
* LUMO energy (spin up / spin down): 2.10 / 2.56 eV

No. 3
The following is a DFT calculation (ωB97M-V with the def2-TZVPD basis set) of 10 unconnected molecules or ions with the total composition C30H62F12N2O28P4 in a non-equilibrium geometry.

Geometry as XYZ:
```
138
Properties=species:S:1:pos:R:3:forces:R:3:lowdin_charge:R:1
C -2.801287 0.304225 3.056203 0.740 -0.821 1.360 -0.05
C -1.941095 -0.966205 3.185779 0.827 0.471 -1.292 -0.21
O -2.604741 -2.038887 2.539396 -1.516 -2.891 -0.185 -0.01
C -2.223620 -3.363497 2.638202 1.083 2.805 0.563 -0.33
O -1.191624 -3.725442 3.130797 -0.753 -0.205 -0.207 0.17
C -3.237494 -4.306386 1.976538 -1.210 0.087 -0.492 -0.52
F -2.585966 -5.207789 1.244052 -0.288 -0.103 0.702 0.17
F -4.029420 -4.906317 2.901936 0.938 0.072 -0.344 0.15
F -4.088419 -3.658330 1.157303 0.461 -0.009 0.217 0.14
H -3.752027 0.135021 3.561750 -0.146 0.030 -0.235 0.08
H -2.933863 0.736623 2.064457 0.124 -0.386 0.063 0.06
H -2.244046 1.005246 3.677608 -0.224 0.438 -0.230 0.05
H -1.607266 -1.194824 4.197901 -0.536 -0.162 0.152 0.13
H -1.023241 -0.878125 2.604500 0.361 0.471 0.138 0.11
C 0.850859 2.479674 5.127413 0.984 0.232 1.219 -0.05
C 1.745072 1.254686 4.886314 -0.588 -0.425 -0.163 -0.16
O 3.086588 1.443931 5.473251 0.687 0.095 0.498 0.02
C 3.924745 0.402779 5.693919 -3.173 -3.324 -2.210 -0.29
O 3.593343 -0.774879 5.435041 1.362 3.493 1.104 0.11
C 5.360185 0.714706 6.191569 -1.061 -1.688 -0.874 -0.64
F 5.607965 -0.012337 7.247592 -0.065 -0.851 1.676 0.19
F 6.250281 0.306548 5.290252 0.123 0.462 -0.861 0.18
F 5.514309 1.948631 6.488363 0.503 2.475 0.228 0.23
H 1.270127 3.432289 4.803608 -0.039 -0.183 -0.428 0.06
H 0.789732 2.591373 6.209955 0.071 0.021 0.233 0.08
H -0.197487 2.383387 4.844908 0.289 -0.321 -0.670 0.07
H 1.853137 0.969832 3.839763 0.300 0.261 -0.079 0.11
H 1.202535 0.422795 5.335439 0.580 -0.262 0.317 0.12
C -4.388489 2.348101 -5.301158 0.894 -1.057 0.224 -0.06
C -2.989514 1.943651 -5.816486 -0.629 0.998 -1.743 -0.21
O -2.213400 1.174526 -4.877772 0.832 -1.162 0.441 0.00
C -1.140320 0.401448 -5.298100 -0.785 1.409 0.373 -0.32
O -0.691731 0.381800 -6.395500 -0.031 -0.152 -0.511 0.18
C -0.424535 -0.417094 -4.134863 -2.601 1.222 -1.578 -0.60
F -0.620396 -1.705170 -4.355145 -0.071 -0.695 0.210 0.19
F 0.851137 -0.186521 -4.116357 1.169 0.355 0.205 0.20
F -0.996921 -0.042232 -3.007448 0.200 -0.267 1.265 0.16
H -4.836463 1.389245 -5.040357 -0.347 0.418 1.122 0.07
H -5.108457 2.747495 -6.015469 0.702 0.077 -0.703 0.08
H -4.269115 3.135663 -4.557111 -0.370 -0.613 0.601 0.08
H -2.482852 2.869118 -6.090168 0.620 -0.170 0.167 0.12
H -3.126580 1.402777 -6.752848 0.296 -0.353 0.106 0.12
C 3.406779 2.690360 -0.899270 -0.804 0.149 0.181 -0.04
C 3.314343 3.058228 -2.356166 0.196 1.464 0.099 -0.23
O 3.237667 1.916770 -3.174382 0.438 -1.397 -1.678 0.01
C 3.649934 1.956896 -4.477309 0.067 3.570 -0.149 -0.30
O 3.940218 2.989620 -5.090210 -0.700 -2.816 1.719 0.14
C 3.673545 0.580469 -5.192316 1.494 1.967 0.574 -0.55
F 3.442546 -0.388821 -4.336593 0.070 -0.828 -0.262 0.17
F 2.770197 0.611335 -6.157806 0.269 -0.604 -0.206 0.19
F 4.951799 0.483702 -5.699063 -1.643 -0.549 0.190 0.14
H 3.910553 3.515762 -0.396267 0.602 -0.495 0.177 0.09
H 3.801650 1.685402 -0.750121 0.369 0.378 0.275 0.06
H 2.405690 2.748936 -0.472081 -0.217 -0.493 0.119 0.05
H 4.149012 3.706306 -2.623386 0.139 -0.320 -0.394 0.13
H 2.423129 3.679174 -2.447057 -0.150 -0.050 -0.609 0.11
C -1.855114 -5.413707 -3.861687 -0.180 -0.295 -0.043 -0.08
O -2.456001 -4.143166 -3.499140 -0.148 0.324 0.980 -0.24
P -2.867669 -3.726157 -1.968035 0.448 1.392 0.247 0.52
O -3.084432 -2.243094 -1.709606 0.368 -3.045 -1.147 -0.25
O -4.181010 -4.643708 -1.617197 3.448 0.795 0.161 -0.22
C -5.277224 -4.385365 -2.441583 -1.523 0.159 -0.645 -0.13
O -1.649898 -4.336167 -1.111344 -1.183 -0.358 0.078 -0.24
C -0.381437 -3.676411 -0.993399 -0.178 1.210 -1.224 -0.07
H -2.364527 -6.263433 -3.407192 -0.256 0.165 0.077 0.09
H -0.797987 -5.535737 -3.625715 0.024 0.657 0.458 0.08
H -1.900045 -5.521869 -4.945382 -0.370 0.309 0.070 0.09
H -6.054889 -3.966240 -1.803092 -0.310 -0.412 -0.110 0.08
H -5.546881 -5.320999 -2.931471 -0.382 0.028 0.231 0.10
H -5.156065 -3.657092 -3.243477 0.628 0.143 0.045 0.09
H 0.256629 -3.989195 -1.819918 0.270 -0.603 0.382 0.09
H 0.075353 -3.750753 -0.006520 -0.326 -0.564 -0.109 0.10
H -0.499351 -2.619061 -1.230454 -0.255 0.279 0.350 0.06
C -3.876138 0.883496 -1.434244 0.737 -0.339 0.332 -0.12
O -4.942687 1.752391 -1.057221 -2.730 -0.171 -0.565 -0.22
P -6.462565 1.310619 -1.523219 0.512 1.053 0.678 0.46
O -6.573929 1.024364 -2.962887 -0.012 -0.303 0.629 -0.24
O -6.944982 0.151112 -0.497294 0.993 -0.141 -0.803 -0.20
C -6.348220 -1.147678 -0.764339 -0.293 -0.643 -1.151 -0.10
O -7.372159 2.538393 -1.001731 0.938 -0.558 -0.298 -0.22
C -8.725376 2.627672 -1.456601 -0.928 -0.625 -0.033 -0.11
H -3.484353 0.491406 -0.495700 0.310 -0.061 -0.076 0.08
H -3.117328 1.461222 -1.962026 -0.052 0.041 0.067 0.08
H -4.123998 0.015822 -2.045639 -0.346 0.266 -0.090 0.06
H -5.902455 -1.200603 -1.757606 0.382 0.544 -0.018 0.06
H -7.122735 -1.898937 -0.918751 -0.401 0.156 0.813 0.08
H -5.594485 -1.494421 -0.057411 -0.258 0.484 0.332 0.09
H -8.929492 3.462821 -2.126646 0.593 0.130 0.098 0.09
H -9.405555 2.698177 -0.607793 0.353 0.246 0.268 0.09
H -9.060396 1.726717 -1.970548 0.345 -0.112 -0.193 0.08
C 7.589720 -2.933026 0.739274 0.809 1.130 0.252 -0.12
O 7.032838 -4.028824 1.480824 -0.795 1.024 1.390 -0.21
P 6.332451 -3.737714 2.960127 0.980 0.096 0.028 0.51
O 5.747778 -4.950789 3.561995 0.174 0.985 -0.639 -0.24
O 7.586124 -3.114784 3.858532 -1.558 -0.565 -0.623 -0.24
C 7.563375 -3.030228 5.319845 0.025 0.318 0.040 -0.08
O 5.322338 -2.499843 2.648523 0.713 -0.965 0.206 -0.24
C 3.885317 -2.639454 2.756025 -0.468 0.103 0.893 -0.08
H 8.458043 -2.529434 1.260060 0.266 -0.334 0.071 0.09
H 6.989127 -2.032228 0.612961 -0.878 -0.315 0.416 0.05
H 7.903322 -3.167452 -0.277982 -0.137 -0.933 0.235 0.09
H 6.780579 -3.572807 5.849882 -0.347 -0.167 -0.710 0.09
H 7.497728 -1.984342 5.619699 -0.134 0.043 -0.305 0.07
H 8.492397 -3.403955 5.750362 0.199 -0.147 -0.617 0.08
H 3.573470 -2.511967 3.792654 0.317 -0.152 0.122 0.07
H 3.493370 -3.605321 2.437318 0.388 0.010 -0.320 0.09
H 3.386833 -1.815822 2.244905 0.516 -0.171 -0.439 0.06
C -3.458189 5.250673 2.228029 -0.878 -0.063 0.742 -0.10
O -2.655764 4.891364 1.125478 1.949 0.101 -0.801 -0.20
P -1.350239 4.030541 1.452321 -0.805 0.513 -0.519 0.41
O -1.621465 2.992557 2.433545 0.605 -0.605 0.243 -0.21
O -0.245204 5.110400 1.863182 -0.899 -0.284 -0.227 -0.21
C 1.089272 4.728053 2.174781 0.543 -0.090 0.131 -0.09
O -0.912624 3.462424 0.013063 -0.926 -1.167 2.319 -0.23
C -0.588502 4.372329 -0.948472 1.564 2.033 -1.537 -0.14
H -4.221580 4.474225 2.277486 -0.145 0.237 0.452 0.10
H -3.917466 6.229210 2.087880 0.098 -0.107 -0.405 0.09
H -2.889417 5.305923 3.156228 -0.002 -0.195 0.015 0.09
H 1.378492 5.150151 3.137223 -0.145 0.244 -0.149 0.09
H 1.729032 5.118327 1.383269 0.127 -0.053 0.109 0.09
H 1.235548 3.652677 2.276003 -0.254 -0.131 -0.225 0.08
H 0.099008 3.962405 -1.688340 -0.493 -0.644 -0.258 0.08
H 0.063208 5.123436 -0.502140 -0.306 0.625 -0.025 0.09
H -1.455989 4.837283 -1.416854 0.036 -0.088 -0.016 0.11
C 4.777584 -1.114530 -1.188783 -0.194 0.260 -0.766 0.05
N 5.888159 -0.140265 -1.309560 0.310 1.666 -0.345 -0.43
O 6.386124 0.126361 -2.401585 -0.533 -0.752 0.886 0.06
O 6.175945 0.448621 -0.275498 0.170 -0.447 -0.345 0.04
H 5.245234 -2.049752 -0.880965 -0.447 0.039 0.216 0.10
H 4.285460 -1.184321 -2.158861 0.336 -0.233 0.017 0.08
H 4.056478 -0.652844 -0.514277 0.370 -0.589 0.316 0.07
C -0.004986 0.674961 0.120897 0.233 -0.328 0.293 0.06
N 1.287915 -0.132267 0.150655 -0.785 -0.281 -0.348 -0.39
O 1.726211 -0.470642 1.237206 -0.055 0.442 -0.448 0.05
O 1.726807 -0.511650 -0.927690 -0.185 0.471 0.690 0.05
H -0.764097 -0.053826 -0.163235 -0.013 0.057 -0.175 0.10
H 0.033051 1.495920 -0.595127 0.312 -0.461 0.012 0.08
H -0.232127 1.044152 1.121004 0.278 -0.053 -0.067 0.08
```
Forces are in eV/Å.

Output
* total charge: 0
* structure (SMILES): CCOC(=O)C(F)(F)F.CCOC(=O)C(F)(F)F.CCOC(=O)C(F)(F)F.CCOC(=O)C(F)(F)F.COP(=O)(OC)OC.COP(=O)(OC)OC.COP(=O)(OC)OC.COP(=O)(OC)OC.C[N+](=O)[O-].C[N+](=O)[O-]
* calculated total energy: -162192.5681 eV
* Kohn-Sham gap: 10.059 eV
* largest force on an atom: 5.10 eV/A
* highest occupied orbital energy: -10.47 eV
* LUMO energy: -0.41 eV

No. 4
The following is a DFT calculation (ωB97M-V with the def2-TZVPD basis set) of C6H8N2 in the gas phase in a non-equilibrium geometry.

Geometry as XYZ:
```
16
Properties=species:S:1:pos:R:3:forces:R:3:nbo_charge:R:1
H 1.462426 -2.616285 0.089294 -0.244 0.794 0.187 0.35
N 2.008613 -1.752070 0.231911 -1.202 1.437 -0.463 -0.61
C 1.408611 -0.627654 -0.031223 1.026 -1.537 -1.131 0.36
C 2.249245 0.555047 -0.119944 -0.138 -0.423 0.530 -0.07
C 3.000742 1.485055 -0.183915 -0.334 0.789 0.610 -0.17
N 0.100445 -0.363290 -0.562977 2.421 -0.627 0.345 -0.41
C -0.973250 -1.268022 -0.347703 -1.531 -1.030 0.523 -0.27
C -0.910374 0.105234 0.298029 -1.785 -0.892 1.710 -0.05
C -1.898096 1.182867 0.008720 -0.683 1.607 1.441 -0.63
H 3.450557 2.442248 -0.002464 0.214 -0.391 -0.430 0.24
H -0.976279 -2.103678 0.437783 0.517 1.060 -1.498 0.20
H -1.587527 -1.433087 -1.262365 0.410 0.044 0.960 0.21
H -0.803061 -0.053613 1.400019 0.503 0.319 -0.877 0.19
H -1.692005 2.118722 0.647065 0.106 -1.149 -1.209 0.22
H -1.944114 1.455512 -1.051019 -0.214 -0.107 0.279 0.23
H -2.895940 0.873010 0.448785 0.933 0.105 -0.977 0.22
```
Forces are in eV/Å.

Output
* total charge: 0
* structure (SMILES): [H]/N=C(/C#C)N1C[C@@H]1C
* calculated total energy: -9327.8253 eV
* Kohn-Sham gap: 10.400 eV
* largest force on an atom: 2.63 eV/A
* highest occupied orbital energy: -9.65 eV
* LUMO energy: 0.75 eV

No. 5
The following is a DFT calculation (ωB97M-V with the def2-TZVPD basis set) of C2H3BF2O in the gas phase in a non-equilibrium geometry.

Geometry as XYZ:
```
9
Properties=species:S:1:pos:R:3:forces:R:3:nbo_charge:R:1
B -0.270438 0.069093 0.704274 2.410 -0.620 -0.261 0.44
C 1.000054 0.590346 -0.450553 -1.847 -2.753 -0.286 -0.17
F 1.275401 1.920389 -0.441812 -0.425 0.344 -0.138 -0.33
C 2.217982 -0.127816 0.075097 -2.592 -1.217 -2.944 0.83
O 2.886478 0.185016 0.939781 2.824 0.985 3.157 -0.49
F 2.405273 -1.293070 -0.625518 0.045 0.101 0.306 -0.36
H -0.349755 -1.130491 1.104663 0.080 1.312 -1.188 -0.07
H -0.762683 0.839828 1.453690 -0.219 0.412 -0.477 -0.08
H 0.892359 0.121819 -1.525578 -0.276 1.436 1.830 0.22
```
Forces are in eV/Å.

Output
* total charge: 0
* structure (SMILES): B[C@@H](F)C(=O)F
* calculated total energy: -10279.4486 eV
* Kohn-Sham gap: 10.688 eV
* largest force on an atom: 4.35 eV/A
* highest occupied orbital energy: -11.54 eV
* LUMO energy: -0.85 eV

No. 6
The following is a DFT calculation (ωB97M-V with the def2-TZVPD basis set) of 2 unconnected molecules or ions with the total composition C11H11N3S in a non-equilibrium geometry.

Geometry as XYZ:
```
26
Properties=species:S:1:pos:R:3:forces:R:3:nbo_charge:R:1
C 1.214397 2.453582 0.697052 -0.670 -0.124 -0.660 0.21
C -1.871780 -1.955688 -3.308823 0.593 -2.958 -0.974 -0.23
C -1.247450 -2.600071 -2.228086 0.745 -2.186 -0.178 -0.20
C -2.480548 -0.771959 -3.097295 -1.721 2.838 -2.436 -0.23
C -1.098624 -2.006946 -0.980469 1.095 -2.057 -0.807 -0.25
C -2.255881 1.208963 -0.186849 -1.017 3.755 -0.048 0.22
C -2.282015 -0.117325 -1.883644 -0.035 0.667 1.089 0.15
C -1.518238 -0.750277 -0.851458 -1.262 2.598 -2.014 0.07
C 3.298517 0.168392 2.817305 1.033 1.233 -1.805 -0.60
C 2.410495 1.354110 2.527194 -0.880 1.115 1.077 -0.45
C 1.619653 1.220867 1.228735 -1.526 0.314 2.442 -0.19
N 0.837124 3.410399 0.191348 -0.142 0.732 -0.143 -0.27
N -2.732991 1.159220 -1.386818 -0.006 -1.759 -0.317 -0.44
N -1.378694 0.210159 0.124110 0.014 -0.652 2.149 -0.54
S -0.572027 0.014511 1.578500 1.826 1.253 -0.184 0.27
H -1.946492 -2.478521 -4.332955 0.119 0.877 1.880 0.22
H -0.844182 -3.675293 -2.302230 -0.714 1.849 -0.224 0.22
H -3.062137 -0.337070 -4.041953 1.194 -0.510 2.586 0.23
H -0.600851 -2.541541 -0.203263 0.282 -0.201 0.481 0.23
H -2.536378 2.134527 0.475664 1.140 -2.204 -0.996 0.23
H 4.165778 0.084220 2.120297 -0.403 0.345 0.706 0.21
H 3.574951 0.210406 3.821910 1.001 0.032 1.546 0.22
H 2.781071 -0.720189 2.693407 -1.307 -1.810 -0.255 0.21
H 1.656272 1.432082 3.374433 0.675 -0.045 -0.914 0.23
H 2.960122 2.376491 2.620311 -0.816 -1.733 -0.614 0.24
H 1.909907 0.516949 0.533577 0.783 -1.371 -1.388 0.24
```
Forces are in eV/Å.

Output
* total charge: 0
* calculated total energy: -26887.7594 eV
* Kohn-Sham gap: 7.044 eV
* largest force on an atom: 4.12 eV/A
* highest occupied orbital energy: -8.73 eV
* LUMO energy: -1.68 eV